(1)
102
Properties=species:S:1:pos:R:3 method="wB97M-V/def2-TZVPD" total_charge=+1
C 6.65109 -0.31969 -0.31760
C 6.23932 -1.79511 -0.40082
C 4.71147 -2.02217 -0.33377
C 3.96130 -0.85522 0.25595
C 3.78719 -0.76209 1.61298
C 4.39222 -1.81388 2.50600
C 3.38792 -2.60517 3.30948
N 2.65515 -3.50587 2.80795
C 3.07263 0.28720 2.14358
S 2.82593 0.42434 3.90593
C 2.57615 1.21382 1.31522
C 2.76581 1.14551 -0.02973
C 3.45502 0.12880 -0.54361
C 3.70974 0.02880 -2.03681
P 2.45434 -0.89975 -2.96215
O 1.57075 -1.68586 -2.05698
O 3.27569 -1.79089 -3.98603
O 1.67982 0.16633 -3.87203
C 2.16510 2.18394 -0.87857
O 2.68622 2.63219 -1.87876
C 0.84177 2.61564 -0.39393
C -0.10464 2.86371 -1.26879
C -1.33592 3.19877 -0.84517
C -2.26064 3.35215 -2.02940
C -2.57823 1.86293 -2.46476
C -3.97739 1.65674 -3.14121
C -5.14559 1.16246 -2.17237
N -4.69507 0.35040 -1.00740
C -5.01318 0.81088 0.20142
C -4.54815 -0.02766 1.14201
C -3.92887 -1.06834 0.44634
C -4.01867 -0.86412 -0.86232
C -1.62562 3.31226 0.47601
C -3.02629 3.69049 0.85194
N -3.52421 3.00164 2.03177
C -0.61084 3.08800 1.39956
C -0.79559 3.23129 2.89349
C -0.75252 4.72948 3.34518
C -0.01719 4.76904 4.68786
Cl -2.35857 5.46856 3.53879
C 0.60917 2.72387 0.93121
C 1.78181 2.42445 1.79629
O 2.12713 3.04346 2.76993
H 6.31157 0.21480 -1.23273
H 6.32071 0.16459 0.62415
H 7.74714 -0.29158 -0.32940
H 6.61741 -2.17125 -1.34943
H 6.77835 -2.34505 0.36813
H 4.54764 -2.93859 0.22557
H 4.35223 -2.23176 -1.33708
H 5.01169 -2.51789 1.95055
H 5.05106 -1.31650 3.22101
H 3.29271 -2.35632 4.36711
H 2.08893 -3.87549 3.56979
H 1.93379 -0.56081 4.11907
H 4.66804 -0.45132 -2.21571
H 3.77213 0.99815 -2.52288
H 2.71889 -1.95968 -4.78363
H 0.72999 0.08192 -3.71538
H 0.13894 2.76831 -2.31742
H -1.65816 3.79472 -2.81969
H -3.11494 4.01379 -1.91630
H -1.83453 1.63347 -3.23518
H -2.37162 1.18097 -1.64377
H -3.89969 1.00991 -4.05844
H -4.27544 2.63615 -3.51682
H -5.78536 1.95901 -1.82514
H -5.83109 0.48516 -2.76972
H -5.55333 1.72898 0.33457
H -4.65403 0.11917 2.19825
H -3.47131 -1.91519 0.93548
H -3.64883 -1.50287 -1.66393
H -3.05073 4.76916 1.03299
H -3.73821 3.52772 0.03420
H -3.26185 2.02966 2.02048
H -4.52420 3.10347 2.09641
H -1.66744 2.71600 3.27337
H 0.05475 2.78083 3.39252
H -0.12571 5.24765 2.62460
H 0.09930 5.81673 4.96785
H -0.58859 4.26896 5.46433
H 0.98584 4.37018 4.56248
Cs -3.99376 -0.88114 -4.59955
O 5.84387 -4.45318 1.04465
H 5.07936 -4.43813 1.61827
Cs -0.56820 -2.36111 -1.99401
B -6.54944 -5.57673 1.24151
O -5.37507 -5.51049 0.30729
C -4.93155 -4.28325 0.29151
O -3.99530 -3.88213 -0.35632
C -5.78706 -3.42512 1.22487
O -5.63212 -2.24364 1.42752
O -6.71086 -4.17880 1.76308
F -6.28395 -6.45006 2.27997
F -7.68390 -5.96751 0.55412
C 0.65537 -4.04101 -4.87177
O 1.28567 -3.24338 -4.09800
O 1.08419 -5.22450 -5.17497
O -0.47228 -3.77413 -5.44322
Na -0.24351 -6.61478 -5.14671
Na 4.37329 -6.03963 1.34537
Na 6.67368 2.05218 -0.43053


(2)
96
Properties=species:S:1:pos:R:3 method="wB97M-V/def2-TZVPD" total_charge=+2 s_squared=2.01 spin_multiplicity=3
W 0.10532 -0.16320 -0.15339
C 1.36569 -3.08232 2.57745
C 2.13037 -1.91048 3.19130
C 1.65897 -1.72121 4.64326
C 2.26956 -0.53334 2.52887
C 3.27720 0.27969 3.04360
C 3.25020 1.44459 2.31878
N 2.28480 1.35006 1.41248
N 1.64589 0.14340 1.51125
B 1.96505 2.43387 0.37504
N 2.33653 1.93388 -1.02771
C 3.19713 2.54225 -1.84804
C 3.24403 1.82485 -3.02001
C 2.37169 0.74586 -2.84141
N 1.82094 0.81469 -1.60386
C 2.12783 -0.24018 -3.96580
C 2.80181 -1.59837 -3.75052
C 0.65291 -0.35254 -4.36990
N 0.47531 2.75475 0.50597
C -0.06611 3.96052 0.66242
C -1.36778 3.80912 1.08464
C -1.57207 2.43749 1.19989
N -0.43711 1.79071 0.82331
C -2.81079 1.83167 1.80747
C -2.77998 2.07252 3.32732
C -4.08141 2.46420 1.22815
H 1.83787 -4.01084 2.90122
H 1.35212 -3.09085 1.49533
H 0.34033 -3.11426 2.94105
H 3.17175 -2.23189 3.25151
H 0.62912 -1.36072 4.67116
H 2.27941 -1.01429 5.19104
H 1.69514 -2.67858 5.16708
H 3.94661 0.02727 3.85035
H 3.85177 2.33808 2.38980
H 2.61526 3.41149 0.60570
H 3.70601 3.44387 -1.54379
H 3.82992 2.03354 -3.90072
H 2.65038 0.21314 -4.80786
H 2.27403 -2.20319 -3.01385
H 3.83787 -1.47936 -3.42788
H 2.80529 -2.16089 -4.68548
H 0.00904 -0.41051 -3.49720
H 0.49320 -1.23606 -4.99214
H 0.33695 0.51803 -4.94753
H 0.51990 4.85092 0.49221
H -2.06998 4.59165 1.32086
H -2.82991 0.76488 1.61146
H -2.78074 3.14217 3.54261
H -1.89399 1.64873 3.80484
H -3.66809 1.63865 3.79149
H -4.17379 3.50440 1.54709
H -4.95972 1.92902 1.58865
H -4.10331 2.44495 0.13915
N -1.72227 -3.13745 -2.81274
C -1.78593 -1.89271 -2.35814
N -0.68058 -1.65887 -1.66513
C 0.00045 -2.83218 -1.73161
N -0.59062 -3.76370 -2.41993
C 1.29795 -2.87348 -1.08861
C 2.16240 -3.95306 -1.15605
N 3.41701 -3.85942 -0.73552
C 3.80699 -2.65968 -0.32008
C 2.93548 -1.58535 -0.21595
N 1.64354 -1.70837 -0.53158
H -2.39634 -3.62520 -3.38770
H -2.61389 -1.22410 -2.54092
H 1.82053 -4.88919 -1.58369
H 4.84700 -2.54121 -0.04071
H 3.28318 -0.62373 0.11940
O -4.87651 2.58516 -2.86054
C -3.82030 3.29385 -3.25231
O -3.91631 4.31466 -3.87103
C -2.46845 2.76317 -2.89675
C -1.30209 3.32400 -3.36835
N -0.28259 2.62544 -2.83181
N -0.70337 1.65281 -2.02824
C -2.01759 1.72638 -2.05716
C -2.70488 0.71498 -1.24070
O -3.88601 0.45498 -1.37962
O -1.95783 0.05005 -0.38566
H -4.61717 1.78088 -2.36835
H -1.16448 4.15887 -4.03896
H 0.70641 2.75134 -2.99780
N -3.95308 -3.58613 5.16835
C -3.31205 -3.09694 4.35084
C -2.48759 -2.49889 3.33195
C -2.33761 -3.10442 2.09096
C -1.53005 -2.50616 1.15268
N -0.87235 -1.35721 1.36869
C -1.01918 -0.78354 2.57252
C -1.80877 -1.31588 3.57048
H -2.84795 -4.02750 1.85423
H -1.43012 -2.96746 0.18560
H -0.48171 0.13582 2.73606
H -1.90174 -0.80245 4.51723


| no. | DFT total energy (eV) |
| --- | --- |
| 1 | -121133.893 |
| 2 | -69977.639 |